ORCA calculation (the ωB97M-V functional and the def2-TZVPD basis) on the molecule C8H8N2O at a distorted geometry.

Output
- structure (SMILES) = COc1ccc(N)cc1C#N
- E (a.u.) = -494.26018
- relative energy (zero: lowest compared OMol25 entry of this formula, charge and spin) (kJ/mol) = 455.8
- HOMO-LUMO gap (eV) = 8.645
- LUMO energy (eV) = 0.07

```
! RIJCOSX wB97M-V def2-TZVPD def2/J DEFGRID3
* xyz 0 1
C 0.752 2.589 -1.593
O 0.494 1.165 -1.938
C 0.290 0.289 -0.849
C 1.217 -0.631 -0.613
C 1.051 -1.565 0.397
C -0.114 -1.462 1.161
N -0.267 -2.433 2.236
C -1.057 -0.557 0.902
C -0.914 0.388 -0.140
C -1.883 1.371 -0.474
N -2.779 2.114 -0.728
H 1.459 2.560 -0.647
H -0.024 2.799 -1.076
H 1.023 3.102 -2.353
H 2.238 -0.823 -1.147
H 1.854 -2.356 0.596
H 0.099 -3.386 2.272
H -1.455 -2.525 2.689
H -1.986 -0.639 1.304
*
```